Below is a molecular structure, C6H10NOS in a non-equilibrium geometry, with properties calculated with ωB97M-V/def2-TZVPD.

Each line ends with the Löwdin spin population.
CARTESIAN COORDINATES (ANGSTROEM)
C 3.2416 -0.1151 0.1156  0.03
C -1.0272 -0.7297 -1.4327  0.08
C 0.3114 -1.3484 -0.9482  0.11
C -1.2115 -0.5710 0.0447  0.48
C -1.0542 1.7402 1.1581  0.04
C -1.8060 0.3928 1.0283  0.07
N -0.1044 -1.2332 0.4016  0.46
O 4.0362 0.7035 0.5092  0.07
S 3.2332 -0.2177 -1.5831  0.54
H -0.9893 0.0610 -2.0620  0.01
H -1.6547 -1.5201 -1.9565  0.03
H 0.6072 -2.2506 -1.3465  0.01
H 1.1324 -0.5831 -1.1690  0.05
H 2.6354 -0.9556 0.6606  0.00
H -1.6083 2.4938 1.7318  0.01
H -0.5994 2.1466 0.2617  0.00
H -0.2796 1.5013 1.8724  0.00
H -2.9022 0.6294 0.7771  0.01
H -1.9605 -0.1442 1.9367  0.01

Computed properties:
spin multiplicity = 3
energy above the lowest of the compared OMol25 structures with the same formula, charge and spin = 147.3 kJ/mol
expectation value of S² = 2.013
total charge = -1
F_max = 0.0827 Eh/bohr
E_tot = -20751.8918 eV
gap between HOMO and LUMO (alpha / beta) = 3.7 / 4.9 eV

Below is a molecular structure, C33H39FN8PReS, with properties calculated with ωB97M-V/def2-TZVPD.

Each line ends with the Löwdin spin population.
CARTESIAN COORDINATES (ANGSTROEM)
Re 0.4542 0.9044 -0.3938  0.88
N 3.0096 2.7608 -0.4902  0.00
P 2.7594 1.1030 -0.4357  0.00
C 4.0348 0.2589 -1.3277  0.00
C 5.3264 0.2103 -0.7869  0.00
C 6.3405 -0.3840 -1.5158  0.00
C 6.0650 -0.9327 -2.7656  0.00
C 4.7820 -0.8940 -3.2944  0.00
C 3.7574 -0.2962 -2.5804  0.00
C 2.6500 0.5852 1.2847  0.00
C 2.7552 -0.7845 1.5846  0.00
C 2.6783 -1.2058 2.8964  0.00
C 2.4846 -0.2716 3.9144  -0.01
C 2.3910 1.0866 3.6270  0.00
C 2.4738 1.5202 2.3169  0.00
C 1.9284 3.6154 -0.3466  0.01
C 2.1170 4.9974 -0.3364  0.00
C 1.0356 5.8198 -0.1270  0.01
C -0.2219 5.2489 0.0992  0.00
C -0.3345 3.8903 0.0649  0.00
N 0.7061 3.0505 -0.1866  0.00
H 3.9152 3.1602 -0.6903  0.00
H 5.5351 0.6229 0.1950  0.00
H 7.3443 -0.4245 -1.1135  0.00
H 6.8631 -1.3977 -3.3313  0.00
H 4.5819 -1.3279 -4.2651  0.00
H 2.7553 -0.2640 -2.9889  0.00
H 2.9478 -1.4983 0.7887  0.00
H 2.7953 -2.2539 3.1405  0.00
H 2.4329 -0.6063 4.9436  0.00
H 2.2695 1.8053 4.4283  0.00
H 2.4213 2.5792 2.0967  0.00
H 3.1113 5.3999 -0.4839  0.00
H 1.1626 6.8957 -0.1190  0.00
H -1.0900 5.8616 0.3000  0.00
H -1.2763 3.4027 0.2538  0.00
C -3.1125 2.7598 2.5585  0.00
N -3.2877 1.3942 2.0867  0.00
C -4.6339 0.7825 2.1050  0.00
C -4.3665 -0.6767 1.6963  0.00
N -2.9192 -0.6481 1.4159  0.00
C -2.3759 0.5292 1.6972  0.01
S -0.6428 0.8312 1.7523  0.06
H -3.7374 3.4315 1.9689  0.00
H -2.0724 3.0495 2.4784  0.00
H -3.4170 2.8261 3.6032  0.00
H -5.2842 1.3046 1.4080  0.00
H -5.0573 0.8700 3.1030  0.00
H -4.9287 -0.9677 0.8135  0.00
H -4.5801 -1.3788 2.4979  0.00
H -2.3736 -1.4730 1.2444  0.00
F -5.5755 0.6391 -1.1061  0.00
C -4.2832 0.7710 -1.3791  -0.01
C -3.5447 -0.3680 -1.6623  0.00
C -2.1964 -0.2301 -1.9078  -0.01
C -1.5762 1.0359 -1.8874  -0.01
C -0.1670 1.2195 -2.3354  0.01
C -2.3838 2.1665 -1.6521  -0.01
C -3.7305 2.0448 -1.3877  0.00
H -4.0415 -1.3288 -1.7229  0.00
H -1.6272 -1.1015 -2.2004  0.00
H 0.0361 2.2197 -2.7066  0.01
H 0.1981 0.4565 -3.0198  0.01
H -1.9540 3.1552 -1.7625  0.00
H -4.3704 2.9085 -1.2477  0.00
C -1.7005 -5.2883 -1.7296  0.00
C -1.2503 -5.2298 -0.2727  0.00
C -2.1906 -4.3718 0.5726  0.00
C 0.2143 -4.7838 -0.1365  0.00
N 0.4147 -3.3797 -0.5450  0.00
C 0.2328 -2.2645 0.1540  0.00
N 0.4353 -1.2514 -0.6600  0.01
N 0.7706 -1.7742 -1.8715  0.01
N 0.7358 -3.0497 -1.8075  0.00
H -2.7400 -5.6150 -1.7906  0.00
H -1.0960 -5.9885 -2.3095  0.00
H -1.6327 -4.3084 -2.2138  0.00
H -1.2605 -6.2437 0.1352  0.00
H -2.3065 -3.3719 0.1273  0.00
H -1.8444 -4.2757 1.6094  0.00
H -3.1849 -4.8202 0.5993  0.00
H 0.8716 -5.3717 -0.7711  0.00
H 0.5599 -4.8595 0.8931  0.00
H 0.0152 -2.2127 1.2094  0.00

Computed properties:
spin multiplicity = 2
energy above the lowest of the compared OMol25 structures with the same formula, charge and spin = 0.0 kJ/mol
expectation value of S² = 0.760
total charge = +3
F_max = 0.0136 Eh/bohr
E_tot = -71723.0816 eV
gap between HOMO and LUMO (alpha / beta) = 6.8 / 7.2 eV

Below is a gas-phase ion, C3H7N2OS (charge +1) in a non-equilibrium geometry, with properties calculated with ωB97M-V/def2-TZVPD.

Each line ends with the natural charge from an NBO analysis.
CARTESIAN COORDINATES (ANGSTROEM)
C -1.2101 -0.5167 0.3367  0.30
C 1.0858 -0.1007 0.3332  0.52
C -2.4617 -0.3450 -0.3082  -0.68
N -0.1743 0.0307 -0.1634  -0.55
N 2.0093 0.9120 -0.5405  -0.73
O 1.8035 -1.1297 0.6769  -0.55
S 1.6477 -0.2212 2.1069  0.40
H -1.0988 -1.0974 1.2518  0.19
H -3.1395 -0.0255 0.3999  0.26
H -2.4732 0.4316 -1.0456  0.25
H -2.7810 -1.2439 -0.6359  0.26
H 2.6687 0.2941 -0.9410  0.43
H 2.5178 1.6486 -0.0947  0.45
H 1.6060 1.3632 -1.3762  0.45

Computed properties:
spin multiplicity = 1
energy above the lowest of the compared OMol25 structures with the same formula, charge and spin = 349.1 kJ/mol
total charge = +1
F_max = 0.0697 Eh/bohr
E_tot = -19077.6795 eV
SMILES = C/C=N/[C@]1([NH3+])OS1
gap between HOMO and LUMO = 9.1 eV

Below is a molecular structure, C10H17FInO5S2 in a non-equilibrium geometry, with properties calculated with ωB97M-V/def2-TZVPD.

Each line ends with the Löwdin charge.
CARTESIAN COORDINATES (ANGSTROEM)
C 2.4354 2.6639 1.7586  0.06
C 2.0602 2.7857 0.6209  -0.30
C 1.5678 2.9711 -0.7218  -0.27
In 0.7309 0.9996 -1.3998  0.81
C 2.2887 -0.5835 -1.4557  -0.29
C 2.9496 -0.8451 -0.1309  -0.26
C 3.7755 -1.9614 0.0008  -0.06
C -0.7674 0.4012 0.1257  -0.27
C -1.9718 -0.3536 -0.4469  -0.31
C -3.1852 -0.5297 0.4844  -0.23
C -3.0096 -1.5124 1.6368  -0.23
S -2.0060 -0.9790 3.0300  0.59
O -1.8564 0.4363 3.1062  -0.26
O -2.6367 -1.5371 4.1988  -0.32
O -0.5765 -1.7046 2.8899  -0.15
S -0.2268 1.1524 -3.7624  0.53
O -1.0801 2.2958 -3.9864  -0.41
O 0.8921 1.0750 -4.6749  -0.41
F -1.0887 -0.2146 -4.0992  -0.31
H 3.0319 2.4656 2.6162  0.01
H 2.3160 3.3640 -1.4033  0.04
H 0.7023 3.6321 -0.6506  0.04
H 1.8477 -1.5337 -1.8052  0.05
H 3.0926 -0.3481 -2.1501  0.04
H 2.7835 -0.1629 0.7042  0.07
H 3.3335 -2.9555 0.0502  0.03
H 4.8623 -1.9093 -0.0105  0.03
H -0.2253 -0.1529 0.8909  0.02
H -1.1478 1.3186 0.5782  0.05
H -1.6732 -1.3095 -0.8900  0.11
H -2.3383 0.2518 -1.2814  0.09
H -3.9769 -0.9524 -0.1448  0.11
H -3.5442 0.4464 0.8082  0.12
H -2.6574 -2.4826 1.2791  0.11
H -3.9809 -1.7008 2.0903  0.10
H -0.7144 -2.4498 2.2877  0.08

Computed properties:
spin multiplicity = 1
total charge = -1
F_max = 0.0455 Eh/bohr
E_tot = -50440.1804 eV
gap between HOMO and LUMO = 6.7 eV

Below is 6 unconnected molecules or ions with the total composition H12O6 in a non-equilibrium geometry, with properties calculated with ωB97M-V/def2-TZVPD.

Each line ends with the natural charge from an NBO analysis.
CARTESIAN COORDINATES (ANGSTROEM)
O 2.0223 -0.5615 -1.8789  -0.98
H 2.1403 -0.4673 -2.8241  0.50
H 2.9104 -0.5369 -1.5226  0.50
O -1.3337 3.2174 -0.3842  -0.55
H -1.8746 3.0330 -1.1521  0.50
H -0.7832 2.4404 -0.2863  0.50
O -1.8893 -1.6199 1.4129  -0.97
H -2.8114 -1.8764 1.4070  0.49
H -1.5779 -1.8637 2.2846  0.48
O 1.0956 -3.1885 -1.8300  -0.95
H 1.3118 -2.2599 -1.7452  0.47
H 0.2129 -3.2635 -1.4675  0.46
O -0.3322 1.7178 2.6467  -0.52
H 0.2366 2.4013 3.0011  0.50
H -0.0950 1.6644 1.7209  0.49
O 0.1622 0.7668 0.1955  -0.99
H -0.1860 0.0932 0.7797  0.51
H 0.7911 0.3031 -0.3574  0.54

Computed properties:
spin multiplicity = 2
energy above the lowest of the compared OMol25 structures with the same formula, charge and spin = 131.1 kJ/mol
expectation value of S² = 0.758
total charge = +1
F_max = 0.0305 Eh/bohr
E_tot = -12468.8467 eV
gap between HOMO and LUMO (alpha / beta) = 10.1 / 2.0 eV

Below is 2 unconnected molecules or ions with the total composition C4H8O2, with properties calculated with ωB97M-V/def2-TZVPD.

Each line ends with the natural charge from an NBO analysis.
CARTESIAN COORDINATES (ANGSTROEM)
C 1.5329 0.7874 -1.0678  -0.13
O 1.2446 0.8570 0.1972  -0.35
C 0.0966 1.2899 0.6705  -0.13
C -1.1002 -0.4270 -0.2400  0.39
O -2.2612 -0.0881 -0.3581  -0.58
C -0.6592 -1.5889 0.6294  -0.72
H 2.4767 0.3148 -1.2993  0.19
H -0.3154 -0.1268 -1.0069  0.11
H 1.0108 1.4312 -1.7694  0.17
H 0.0358 1.2834 1.7498  0.19
H -0.4619 2.0121 0.0830  0.18
H -1.2059 -1.5902 1.5764  0.23
H 0.4191 -1.5751 0.8189  0.21
H -0.9021 -2.5163 0.0974  0.23

Computed properties:
spin multiplicity = 1
energy above the lowest of the compared OMol25 structures with the same formula, charge and spin = 481.3 kJ/mol
F_max = 0.0097 Eh/bohr
E_tot = -8368.2939 eV
gap between HOMO and LUMO (alpha / beta) = 7.9 / 8.2 eV

Which value of F_max does entry 4 give? 0.0455 Eh/bohr